C8H15N5O | ωB97M-V with the def2-TZVPD basis set

XYZ file:
```
29
Properties=species:S:1:pos:R:3
C 0.48 2.86 -0.27
C 0.99 3.05 1.15
H 0.86 4.08 1.46
H 2.06 2.82 1.20
C 0.26 2.15 2.16
N 0.62 0.78 1.99
N 1.50 0.17 2.73
N 1.61 -1.04 2.30
C 0.76 -1.15 1.26
N 0.12 0.00 1.04
N 0.63 -2.33 0.59
C -0.16 -2.70 -0.48
O -0.13 -3.85 -0.85
C -0.98 -1.61 -1.13
C -0.07 -0.89 -2.13
H 0.79 -0.46 -1.62
H -0.62 -0.08 -2.61
H 0.27 -1.58 -2.89
H -1.31 -0.90 -0.36
C -2.19 -2.22 -1.83
H -2.74 -1.45 -2.37
H -1.86 -2.98 -2.54
H -2.86 -2.69 -1.12
H 1.21 -3.07 0.97
H 0.53 2.42 3.18
H -0.82 2.24 2.02
H 1.06 3.45 -0.96
H 0.54 1.82 -0.56
H -0.56 3.17 -0.33
```

Values from the calculation:
- LUMO (eV) = 0.7
- energy relative to the best compared isomer or geometry (same formula, charge and spin) (kJ/mol) = 68.1
- SMILES = CCCn1nnc(NC(=O)C(C)C)n1